This record from OMol25 describes C20H40BrFN3O6S as an isolated structure in a non-equilibrium geometry. The level of theory is ωB97M-V with the def2-TZVPD basis set.

Structure (ORCA input):
```
! wB97M-V def2-TZVPD RIJCOSX def2/J DEFGRID3
* xyz 1 1
C -0.30 -2.72 0.68
C -1.02 -1.31 0.50
C -0.33 -0.08 -0.13
C -1.13 1.24 -0.27
C -2.61 1.37 0.19
C -3.36 0.13 0.81
C -4.87 0.15 1.28
N -5.88 -0.25 0.22
Br -5.41 0.27 -1.55
S -6.23 -1.97 0.16
O -7.09 -2.34 1.34
O -5.02 -2.82 -0.01
F -7.15 -2.17 -1.25
C -2.49 -1.16 0.96
H 0.38 -2.77 1.59
H -1.09 -3.56 0.76
H 0.31 -2.94 -0.27
H 0.73 -0.13 -0.52
H -0.65 2.17 -0.73
H -3.21 2.34 0.09
H -5.17 1.19 1.68
H -5.04 -0.57 2.17
H -6.77 0.26 0.43
H -3.00 -2.08 1.42
C 3.90 -8.65 -0.45
O 4.75 -7.83 0.33
C 5.80 -7.22 -0.43
C 5.59 -5.71 -0.54
N 4.45 -5.40 -1.41
C 4.02 -4.01 -1.35
C 3.48 -3.49 -0.01
O 2.24 -4.08 0.38
C 2.37 -5.32 1.06
H 3.24 -9.19 0.22
H 3.29 -8.05 -1.13
H 4.48 -9.38 -1.02
H 5.92 -7.69 -1.41
H 6.73 -7.40 0.14
H 6.49 -5.25 -0.95
H 5.43 -5.33 0.47
H 3.67 -5.99 -1.15
H 3.23 -3.89 -2.10
H 4.85 -3.37 -1.67
H 3.28 -2.42 -0.14
H 4.22 -3.56 0.80
H 3.28 -5.38 1.65
H 2.31 -6.14 0.35
H 1.51 -5.42 1.73
C -2.63 8.59 -1.13
O -1.39 8.09 -1.62
C -0.27 8.54 -0.86
C 0.36 7.38 -0.07
N -0.52 6.95 1.02
C -0.11 5.69 1.63
C -0.14 4.43 0.75
O -1.45 4.03 0.35
C -1.95 4.69 -0.80
H -3.40 8.32 -1.86
H -2.89 8.13 -0.17
H -2.60 9.68 -1.04
H -0.52 9.38 -0.20
H 0.47 8.90 -1.58
H 1.32 7.70 0.34
H 0.54 6.57 -0.78
H -1.46 6.85 0.66
H -0.79 5.52 2.47
H 0.89 5.80 2.06
H 0.25 3.60 1.35
H 0.52 4.50 -0.12
H -1.16 4.96 -1.51
H -2.52 5.58 -0.51
H -2.65 4.02 -1.31
*
```

Frontier orbital gap ... 4.68 eV
Highest occupied orbital energy ... -10.261 eV
Molar mass ... 549.52 g/mol

So, what does the Löwdin scheme give us? The charges, in e, come out as:
1. C -0.0769
2. C -0.1760
3. C 0.0184
4. C -0.0236
5. C -0.0274
6. C -0.2125
7. C -0.1786
8. N -0.5550
9. Br 0.9884
10. S 0.7687
11. O -0.2266
12. O -0.2227
13. F -0.1963
14. C 0.0090
15. H 0.0924
16. H 0.0915
17. H 0.0848
18. H 0.1078
19. H 0.0982
20. H 0.0833
21. H 0.1634
22. H 0.1576
23. H 0.1463
24. H 0.1002
25. C -0.1133
26. O -0.1985
27. C -0.2046
28. C -0.2062
29. N -0.0529
30. C -0.1956
31. C -0.2120
32. O -0.2388
33. C -0.0835
34. H 0.0899
35. H 0.0743
36. H 0.0897
37. H 0.1234
38. H 0.1217
39. H 0.1236
40. H 0.1006
41. H 0.0651
42. H 0.1168
43. H 0.1187
44. H 0.1152
45. H 0.1122
46. H 0.0937
47. H 0.0729
48. H 0.0881
49. C -0.1137
50. O -0.1998
51. C -0.2028
52. C -0.2052
53. N -0.0520
54. C -0.1902
55. C -0.2190
56. O -0.2534
57. C -0.0938
58. H 0.0890
59. H 0.0740
60. H 0.0909
61. H 0.1245
62. H 0.1225
63. H 0.1250
64. H 0.0998
65. H 0.0643
66. H 0.1199
67. H 0.1214
68. H 0.1211
69. H 0.1126
70. H 0.0977
71. H 0.0761
72. H 0.0762

---

This record from OMol25 describes C16H28F6KN10O6S3 as an isolated structure. The level of theory is ωB97M-V with the def2-TZVPD basis set.

Structure (ORCA input):
```
! wB97M-V def2-TZVPD RIJCOSX def2/J DEFGRID3
* xyz -2 2
K -0.52 -0.71 0.59
N 1.31 0.88 2.13
C 2.42 0.13 2.67
C 2.10 -1.34 2.93
N 1.54 -2.05 1.80
C 2.43 -2.65 0.82
C 2.98 -1.68 -0.23
N 1.96 -0.96 -1.00
H 1.64 1.61 1.49
H 0.69 1.27 2.82
H 2.80 0.54 3.62
H 3.25 0.21 1.96
H 1.36 -1.38 3.74
H 3.01 -1.84 3.29
H 0.85 -2.72 2.11
H 1.88 -3.44 0.32
H 3.30 -3.11 1.32
H 3.63 -2.28 -0.88
H 3.62 -0.94 0.24
H 1.77 -1.42 -1.87
H 2.34 -0.03 -1.20
O -2.22 -1.00 2.41
N -3.27 -0.54 1.78
C -4.11 -1.47 1.25
C -5.28 -1.12 0.62
C -5.59 0.24 0.53
C -4.71 1.16 1.04
C -3.48 0.82 1.64
S -2.35 1.98 2.17
H -3.74 -2.47 1.39
H -5.91 -1.90 0.20
H -6.51 0.56 0.05
H -4.92 2.22 0.97
N -2.80 2.34 -2.04
N -2.09 3.31 -1.24
H -3.07 1.54 -1.46
H -2.13 1.97 -2.70
H -1.56 2.83 -0.52
H -2.80 3.81 -0.72
F -4.04 -3.24 -1.65
C -3.42 -2.55 -2.62
F -4.14 -1.45 -2.86
F -3.42 -3.29 -3.73
S -1.68 -2.06 -2.12
O -1.84 -0.72 -1.65
O -0.88 -2.30 -3.29
N -1.31 -3.01 -0.88
S -0.98 -4.55 -1.20
O -1.83 -5.16 -2.18
O 0.42 -4.83 -1.21
C -1.58 -5.20 0.42
F -2.88 -4.95 0.61
F -0.90 -4.69 1.44
F -1.41 -6.54 0.43
C 5.26 3.25 -2.06
N 4.16 3.60 -1.21
C 3.81 4.96 -1.03
C 2.67 5.21 -0.26
C 1.96 4.14 0.23
N 2.29 2.82 0.04
C 3.39 2.56 -0.71
O 3.76 1.40 -0.98
N 0.82 4.33 1.04
H 5.75 4.17 -2.39
H 4.92 2.69 -2.94
H 5.99 2.63 -1.54
H 4.47 5.69 -1.47
H 2.35 6.22 -0.05
H 0.22 5.07 0.69
H 0.28 3.47 1.08
*
```

Frontier orbital gap (spin up / spin down) ... 3.48 / 6.41 eV
Energy above the lowest of the compared OMol25 structures with the same formula, charge and spin ... 7.8 kcal per mole
Highest occupied orbital energy (spin up / spin down) ... 0.607 / -2.323 eV
Molar mass ... 705.75 g/mol

So, what does the Löwdin scheme give us? The charges, in e, come out as:
1. K 0.6805
2. N -0.0187
3. C -0.2748
4. C -0.2300
5. N -0.1281
6. C -0.2252
7. C -0.2677
8. N 0.0045
9. H 0.0188
10. H 0.0495
11. H 0.0994
12. H 0.0960
13. H 0.1144
14. H 0.1030
15. H 0.0860
16. H 0.0930
17. H 0.1053
18. H 0.1056
19. H 0.0852
20. H 0.0655
21. H 0.0373
22. O -0.2917
23. N -0.2643
24. C -0.0533
25. C -0.0931
26. C -0.1069
27. C -0.1340
28. C -0.7519
29. S 0.5257
30. H 0.1208
31. H 0.0932
32. H 0.0931
33. H 0.0880
34. N -0.0856
35. N -0.0864
36. H 0.0262
37. H 0.0454
38. H 0.0048
39. H 0.0352
40. F 0.1201
41. C -0.6574
42. F 0.1240
43. F 0.1262
44. S 0.5687
45. O -0.3720
46. O -0.2735
47. N -0.3253
48. S 0.5822
49. O -0.2783
50. O -0.2805
51. C -0.6728
52. F 0.1282
53. F 0.1332
54. F 0.1132
55. C -0.0813
56. N -0.1020
57. C -0.1368
58. C -0.1147
59. C -0.4282
60. N 0.1107
61. C -0.5379
62. O -0.0480
63. N 0.0836
64. H 0.0639
65. H 0.0798
66. H 0.0765
67. H 0.0556
68. H 0.0796
69. H 0.0669
70. H 0.0316

---

This record from OMol25 describes a 10-piece molecular cluster, C4H24O13 overall in a non-equilibrium geometry. The level of theory is ωB97M-V with the def2-TZVPD basis set.

Structure (ORCA input):
```
! wB97M-V def2-TZVPD RIJCOSX def2/J DEFGRID3
* xyz 0 1
O 0.72 3.13 1.21
C 1.31 2.24 0.70
O 2.19 2.30 -0.40
C 1.03 0.78 0.93
C 2.34 0.05 1.00
C 2.14 -1.39 0.56
O 1.30 -1.88 -0.13
O 3.26 -2.06 0.90
H 2.53 3.25 -0.46
H 0.29 0.48 0.06
H 0.35 0.53 1.80
H 2.83 0.08 2.02
H 3.14 0.44 0.36
H 3.00 -2.75 1.49
O -1.86 -1.41 2.09
H -1.94 -2.32 1.70
H -2.22 -0.65 1.57
O -2.07 2.86 0.50
H -1.49 2.77 -0.27
H -1.40 2.99 1.18
O -0.29 2.18 -1.36
H -0.02 2.38 -2.29
H -0.23 1.17 -1.43
O -1.73 -1.14 -1.42
H -2.20 -0.41 -0.94
H -2.40 -1.05 -2.18
O 1.06 1.37 -4.05
H 1.03 0.41 -4.03
H 1.48 1.60 -3.24
O -3.52 0.42 0.19
H -3.29 1.39 0.14
H -3.97 0.31 1.03
O 1.01 -1.89 2.84
H 0.87 -2.75 3.23
H 0.10 -1.46 2.93
O -1.91 -3.52 -0.09
H -1.77 -2.72 -0.57
H -1.29 -4.12 -0.18
O 0.63 -0.24 -2.06
H 1.23 -0.62 -1.39
H -0.23 -0.70 -1.89
*
```

Frontier orbital gap ... 10.83 eV
Highest occupied orbital energy ... -10.650 eV
Molar mass ... 280.22 g/mol

So, what does the Löwdin scheme give us? The charges, in e, come out as:
1. O 0.1242
2. C -0.4918
3. O 0.0266
4. C -0.1006
5. C -0.1010
6. C -0.5334
7. O 0.1086
8. O 0.0997
9. H 0.1531
10. H 0.1370
11. H 0.1408
12. H 0.1630
13. H 0.1336
14. H 0.1018
15. O -0.0859
16. H 0.0474
17. H 0.0246
18. O -0.0629
19. H -0.0080
20. H 0.0208
21. O -0.0978
22. H 0.0678
23. H 0.0397
24. O -0.0711
25. H 0.0466
26. H 0.1512
27. O -0.0457
28. H 0.0260
29. H -0.0155
30. O -0.0727
31. H 0.0513
32. H 0.0556
33. O -0.0532
34. H 0.0496
35. H 0.0585
36. O 0.0248
37. H -0.0181
38. H -0.0470
39. O -0.1023
40. H 0.0334
41. H 0.0213

---

This record from OMol25 describes C36H28N2O6PbTe as an isolated structure in a non-equilibrium geometry. The level of theory is ωB97M-V with the def2-TZVPD basis set.

Structure (ORCA input):
```
! wB97M-V def2-TZVPD RIJCOSX def2/J DEFGRID3
* xyz 2 1
Pb -1.04 -0.93 0.70
O -5.81 -0.35 2.26
C -4.49 -0.65 1.90
O -4.14 -1.04 0.79
C -3.64 -0.43 3.08
C -4.19 -0.27 4.33
C -3.32 -0.22 5.44
C -1.95 -0.15 5.19
C -1.43 -0.22 3.83
N -2.29 -0.48 2.88
C -0.01 0.14 3.54
O 0.65 0.82 4.32
O 0.43 -0.24 2.36
H -6.39 -0.55 1.46
H -5.22 -0.07 4.37
H -3.67 -0.29 6.48
H -1.12 -0.07 5.91
C 0.98 -2.34 -6.02
C 0.99 -2.36 -4.47
C 1.21 -3.50 -3.73
C 1.22 -3.46 -2.35
C 1.52 -4.74 -1.64
O 1.34 -5.84 -2.22
C 2.17 -4.76 -0.29
C 1.95 -5.84 0.57
C 2.37 -5.70 1.91
C 3.19 -4.66 2.31
C 3.49 -3.67 1.38
C 3.00 -3.73 0.10
C 0.94 -2.20 -1.67
O 0.77 -2.14 -0.35
C 0.84 -0.99 -2.45
C 0.77 -1.13 -3.84
C 0.54 0.36 -1.91
N 0.11 0.66 -0.75
C -0.25 2.08 -0.48
C -1.67 2.48 -0.84
Te -2.12 4.65 -0.41
C -1.36 4.45 1.60
C -1.48 3.29 2.39
C -1.02 3.40 3.72
C -0.04 4.36 4.08
C 0.09 5.50 3.29
C -0.66 5.56 2.12
C 0.92 1.44 -2.89
C -0.01 2.26 -3.54
C 0.51 3.34 -4.36
C 1.86 3.56 -4.52
C 2.81 2.76 -3.86
C 2.34 1.64 -3.15
H 1.52 -1.45 -6.34
H -0.03 -2.35 -6.43
H 1.52 -3.20 -6.40
H 1.31 -4.48 -4.15
H 1.37 -6.66 0.13
H 2.03 -6.41 2.65
H 3.59 -4.61 3.33
H 4.05 -2.84 1.72
H 3.21 -3.06 -0.69
H 0.66 -0.23 -4.49
H 0.55 2.74 -0.82
H -0.19 2.06 0.66
H -2.40 1.90 -0.31
H -1.95 2.30 -1.90
H -1.97 2.36 2.09
H -1.37 2.59 4.38
H 0.41 4.31 5.02
H 0.79 6.26 3.49
H -0.67 6.41 1.43
H -1.06 2.14 -3.51
H -0.19 3.99 -4.85
H 2.21 4.43 -5.06
H 3.85 3.01 -3.87
H 3.07 1.06 -2.62
*
```

Frontier orbital gap (spin up / spin down) ... 3.86 / 5.08 eV
Energy above the lowest of the compared OMol25 structures with the same formula, charge and spin ... 0.0 kcal per mole
Highest occupied orbital energy (spin up / spin down) ... -13.067 / -13.059 eV
Molar mass ... 919.43 g/mol

So, what does the Löwdin scheme give us? The charges, in e, come out as:
1. Pb 1.6161
2. O 0.0754
3. C -0.4155
4. O 0.0258
5. C -0.1916
6. C 0.0443
7. C 0.0236
8. C 0.0546
9. C -0.2030
10. N 0.0261
11. C -0.6022
12. O 0.0850
13. O -0.1931
14. H 0.1692
15. H 0.1164
16. H 0.1296
17. H 0.1358
18. C 0.0036
19. C -0.1714
20. C 0.0644
21. C -0.0073
22. C -0.2390
23. O 0.0987
24. C -0.1727
25. C 0.0165
26. C -0.0536
27. C -0.0578
28. C -0.0550
29. C -0.0522
30. C -0.2218
31. O -0.1615
32. C -0.0446
33. C 0.0580
34. C -0.1886
35. N -0.0318
36. C -0.2799
37. C -0.3852
38. Te 1.6152
39. C -0.4943
40. C -0.1206
41. C -0.0173
42. C 0.0216
43. C -0.0256
44. C -0.1218
45. C -0.2026
46. C -0.0356
47. C -0.0452
48. C -0.0598
49. C -0.0256
50. C 0.0113
51. H 0.0892
52. H 0.1014
53. H 0.0896
54. H 0.1431
55. H 0.1286
56. H 0.1065
57. H 0.1186
58. H 0.0965
59. H 0.1083
60. H 0.1451
61. H 0.1261
62. H 0.1037
63. H 0.0304
64. H 0.0483
65. H 0.0942
66. H 0.1097
67. H 0.1112
68. H 0.1140
69. H 0.0937
70. H 0.0851
71. H 0.1047
72. H 0.1116
73. H 0.1094
74. H 0.1165

---

This record from OMol25 describes a 2-piece molecular cluster, C3H9NO overall in a non-equilibrium geometry. The level of theory is ωB97M-V with the def2-TZVPD basis set.

Structure (ORCA input):
```
! wB97M-V def2-TZVPD RIJCOSX def2/J DEFGRID3
* xyz 0 1
C -0.77 1.63 -2.79
C 0.00 2.41 -3.56
O -0.64 3.44 -4.23
H -0.63 0.66 -2.36
H -1.63 2.21 -2.45
H 1.08 2.45 -3.59
H -0.51 4.29 -3.79
C 0.91 -2.40 2.88
N -0.03 -2.62 4.07
H 1.72 -1.76 3.23
H 1.18 -3.43 2.66
H 0.48 -1.83 2.05
H -0.48 -1.71 4.10
H -0.67 -3.35 3.78
*
```

Frontier orbital gap ... 10.32 eV
Energy above the lowest of the compared OMol25 structures with the same formula, charge and spin ... 64.5 kcal per mole
Highest occupied orbital energy ... -9.464 eV
Molar mass ... 75.11 g/mol

So, what does the Löwdin scheme give us? The charges, in e, come out as:
1. C 0.0185
2. C -0.2725
3. O -0.0504
4. H 0.0466
5. H 0.0607
6. H 0.1020
7. H 0.0951
8. C -0.1726
9. N -0.0807
10. H 0.0568
11. H 0.0622
12. H 0.0539
13. H 0.0398
14. H 0.0406